(1)
{
  "formula": "C13H19N2",
  "method": "wB97M-V/def2-TZVPD",
  "elements": ["C", "C", "C", "N", "C", "C", "C", "C", "C", "C", "C", "N", "C", "C", "C", "H", "H", "H", "H", "H", "H", "H", "H", "H", "H", "H", "H", "H", "H", "H", "H", "H", "H", "H"],
  "coordinates": [[-0.55, 1.36, 2.40], [-0.43, 2.57, 1.50], [0.14, 2.08, 0.12], [-0.79, 1.14, -0.50], [-0.46, -0.24, -0.57], [0.97, -0.73, -0.60], [1.67, -0.59, -1.79], [3.01, -0.83, -1.79], [3.65, -1.41, -0.76], [2.92, -1.76, 0.31], [1.57, -1.34, 0.43], [-1.51, -1.04, -0.67], [-1.50, -2.46, -0.29], [-2.70, -0.29, -0.72], [-2.23, 1.20, -0.79], [-1.25, 0.71, 1.85], [0.38, 0.83, 2.53], [-0.79, 1.53, 3.45], [0.35, 3.10, 1.83], [-1.32, 3.19, 1.45], [0.34, 2.91, -0.52], [1.04, 1.68, 0.31], [1.17, 0.09, -2.48], [3.49, -0.47, -2.63], [4.63, -1.67, -0.72], [3.44, -2.23, 1.02], [1.17, -1.32, 1.43], [-1.80, -3.03, -1.16], [-0.49, -2.64, 0.12], [-2.28, -2.68, 0.47], [-3.43, -0.55, 0.07], [-3.28, -0.58, -1.58], [-2.27, 1.70, -1.78], [-2.85, 1.80, 0.04]],
  "smiles": "CCC[N+]1=C(c2ccccc2)N(C)CC1",
  "mol_weight_g_mol": 203.309,
  "de_lowest_ev": 1.7315,
  "homo_lumo_gap_ev": 10.0,
  "e_lumo_ev": -2.95,
  "charge": 1
}



(2)
{
  "formula": "CH4IPS",
  "method": "wB97M-V/def2-TZVPD",
  "elements": ["C", "P", "H", "H", "H", "S", "I", "H"],
  "coordinates": [[0.08, 1.15, 1.13], [1.23, -0.10, 1.08], [-0.85, 0.96, 0.65], [0.12, 2.05, 1.74], [2.32, 0.48, 1.99], [-0.47, -0.87, -2.36], [-2.52, -2.00, -2.68], [0.09, -1.66, -1.56]],
  "smiles": "C=P.SI",
  "mol_weight_g_mol": 205.988,
  "de_lowest_ev": 2.5413,
  "homo_lumo_gap_ev": 8.3,
  "e_lumo_ev": -0.68
}



(3)
{
  "formula": "C11H9ClN2O",
  "method": "wB97M-V/def2-TZVPD",
  "elements": ["C", "N", "C", "Cl", "C", "N", "H", "H", "H", "O", "C", "C", "C", "C", "C", "C", "C", "C", "H", "H", "H", "H", "H", "H"],
  "coordinates": [[3.71, -2.14, 0.15], [3.47, -0.89, 0.78], [3.32, 0.27, 0.34], [3.57, 0.91, -1.36], [2.99, 1.28, 1.22], [2.77, 2.24, 1.80], [4.66, -2.26, -0.46], [3.71, -3.00, 0.91], [2.83, -2.19, -0.56], [0.64, -2.29, 0.75], [0.13, -1.26, 0.91], [-0.44, -0.08, 1.07], [-1.52, 0.31, 0.16], [-2.02, 1.65, 0.25], [-3.10, 2.02, -0.52], [-3.77, 1.15, -1.36], [-3.36, -0.19, -1.35], [-2.26, -0.59, -0.60], [-0.09, 0.58, 1.72], [-1.40, 2.40, 0.76], [-3.34, 3.11, -0.48], [-4.65, 1.36, -1.75], [-3.98, -0.78, -1.92], [-1.87, -1.61, -0.47]],
  "smiles": "C/N=C(\\Cl)C#N.O=C=Cc1ccccc1",
  "mol_weight_g_mol": 220.659,
  "de_lowest_ev": 3.3212,
  "homo_lumo_gap_ev": 8.0,
  "e_lumo_ev": -0.30
}



(4)
{
  "formula": "C14H16AlF18O20S6",
  "method": "wB97M-V/def2-TZVPD",
  "elements": ["Al", "C", "F", "F", "F", "S", "O", "O", "O", "C", "F", "F", "F", "S", "O", "O", "O", "C", "F", "F", "F", "S", "O", "O", "O", "C", "F", "F", "F", "S", "O", "O", "O", "C", "F", "F", "F", "S", "O", "O", "O", "C", "F", "F", "F", "S", "O", "O", "O", "C", "C", "C", "O", "C", "H", "H", "H", "H", "H", "H", "H", "H", "C", "C", "C", "O", "C", "H", "H", "H", "H", "H", "H", "H", "H"],
  "coordinates": [[0.32, 0.39, -0.93], [-1.51, -7.65, 1.50], [-0.71, -7.10, 2.42], [-1.24, -8.91, 1.36], [-2.78, -7.44, 1.79], [-1.04, -6.77, -0.18], [-1.57, -5.41, -0.27], [0.40, -6.74, -0.18], [-1.49, -7.55, -1.34], [-2.63, -2.69, 6.14], [-3.23, -1.64, 6.61], [-2.81, -3.79, 6.95], [-3.05, -3.03, 4.91], [-0.80, -2.21, 6.19], [-0.57, -1.92, 4.76], [-0.68, -1.01, 7.04], [-0.10, -3.35, 6.75], [6.43, 3.58, 4.80], [6.97, 3.48, 6.02], [6.21, 4.79, 4.41], [7.19, 3.01, 3.94], [4.78, 2.69, 4.76], [3.98, 3.33, 5.80], [4.12, 2.88, 3.50], [5.16, 1.34, 5.05], [5.34, 3.62, -7.76], [4.33, 4.46, -7.86], [5.92, 3.74, -8.93], [6.18, 3.94, -6.78], [4.61, 1.80, -7.51], [5.75, 0.84, -7.61], [3.90, 1.77, -6.21], [3.70, 1.59, -8.62], [-3.53, 6.43, 4.27], [-4.57, 6.78, 5.04], [-3.88, 6.49, 3.02], [-2.40, 7.21, 4.48], [-3.12, 4.63, 4.73], [-4.40, 3.92, 5.01], [-2.37, 4.02, 3.64], [-2.36, 4.74, 6.00], [-6.35, -2.21, -6.79], [-6.71, -1.09, -6.09], [-7.05, -3.24, -6.33], [-6.57, -2.04, -8.08], [-4.50, -2.55, -6.54], [-4.05, -1.74, -5.41], [-4.42, -3.97, -6.23], [-3.71, -2.13, -7.71], [8.77, -1.20, -0.49], [8.21, -2.48, 0.19], [6.73, -2.59, -0.28], [6.34, -1.20, -0.55], [7.46, -0.58, -1.09], [9.42, -1.34, -1.36], [9.33, -0.65, 0.26], [8.32, -2.36, 1.26], [8.68, -3.42, -0.10], [6.00, -2.96, 0.43], [6.58, -3.12, -1.22], [7.43, 0.49, -0.91], [7.49, -0.70, -2.18], [-7.41, 3.03, -0.40], [-8.01, 1.66, -0.43], [-6.81, 0.75, -0.32], [-5.67, 1.58, -0.68], [-6.12, 2.86, -1.12], [-7.33, 3.35, 0.64], [-8.06, 3.77, -0.87], [-8.54, 1.50, -1.37], [-8.70, 1.48, 0.40], [-6.90, -0.14, -0.95], [-6.72, 0.53, 0.74], [-6.25, 2.88, -2.20], [-5.33, 3.58, -0.89]],
  "mol_weight_g_mol": 1065.610,
  "homo_lumo_gap_ev": 1.1,
  "e_lumo_ev": -2.61,
  "charge": -3
}



(5)
{
  "formula": "C3H10N2OP",
  "method": "wB97M-V/def2-TZVPD",
  "elements": ["C", "C", "C", "N", "N", "O", "P", "H", "H", "H", "H", "H", "H", "H", "H", "H", "H"],
  "coordinates": [[0.97, -0.79, 1.88], [0.56, -1.59, 2.96], [-0.64, 0.59, -0.86], [1.32, -0.06, 1.05], [-1.69, 1.44, -1.58], [0.61, 1.48, -0.96], [-0.34, -1.01, -1.85], [1.30, -2.35, 3.13], [0.60, -0.93, 3.83], [-0.46, -1.77, 2.65], [1.25, 1.04, -0.25], [-1.33, 2.37, -1.23], [-2.62, 1.26, -1.22], [-1.76, 1.19, -2.69], [1.01, 1.36, -1.78], [0.33, -1.61, -0.90], [0.89, -0.63, -2.16]],
  "mol_weight_g_mol": 121.100,
  "de_lowest_ev": 6.7954,
  "homo_lumo_gap_ev": 8.8,
  "e_lumo_ev": -3.29,
  "charge": 1
}



(6)
{
  "formula": "C6H14O",
  "method": "wB97M-V/def2-TZVPD",
  "elements": ["C", "O", "C", "C", "C", "C", "C", "H", "H", "H", "H", "H", "H", "H", "H", "H", "H", "H", "H", "H", "H"],
  "coordinates": [[1.87, 0.06, 0.48], [3.04, -0.22, 0.41], [0.75, -0.50, -0.17], [-0.43, 0.33, -0.22], [-0.92, 0.75, -1.59], [-1.57, -0.29, 0.60], [-2.81, 0.58, 0.70], [0.78, -1.49, -0.59], [1.55, 0.72, 1.37], [2.43, -3.70, -1.08], [0.76, 1.74, 0.80], [2.94, -4.22, -1.23], [0.02, 1.30, 0.32], [-1.45, -0.11, -2.01], [-1.58, 1.61, -1.55], [-0.15, 1.00, -2.33], [-1.85, -1.23, 0.09], [-1.17, -0.63, 1.55], [-2.49, 1.57, 1.04], [-3.29, 0.58, -0.29], [-3.60, 0.14, 1.31]],
  "mol_weight_g_mol": 102.177,
  "de_lowest_ev": 6.7826,
  "homo_lumo_gap_ev": 6.5,
  "e_lumo_ev": -1.33
}



(7)
{
  "formula": "C7H10",
  "method": "wB97M-V/def2-TZVPD",
  "elements": ["C", "C", "C", "C", "C", "C", "C", "H", "H", "H", "H", "H", "H", "H", "H", "H", "H"],
  "coordinates": [[-1.46, 0.10, 3.19], [-1.20, -0.41, 1.97], [-0.23, 0.21, 1.06], [-0.41, 0.27, -0.28], [0.71, 0.16, -1.25], [1.93, 0.70, -1.06], [0.42, -0.56, -2.55], [-2.41, -0.12, 3.67], [-0.61, 0.60, 3.64], [-1.87, -1.08, 1.44], [0.79, 0.34, 1.42], [-1.39, 0.09, -0.72], [2.19, 0.87, -0.03], [2.56, 0.99, -1.89], [0.47, -1.64, -2.40], [1.11, -0.20, -3.30], [-0.60, -0.32, -2.91]],
  "smiles": "C=C/C=C/C(=C)C",
  "mol_weight_g_mol": 94.157,
  "de_lowest_ev": 2.7427,
  "homo_lumo_gap_ev": 8.5,
  "e_lumo_ev": 0.48
}



(8)
{
  "formula": "C21H33BaBr2NO5PS3",
  "method": "wB97M-V/def2-TZVPD",
  "elements": ["Ba", "C", "C", "C", "C", "C", "C", "C", "C", "C", "C", "H", "H", "H", "H", "H", "H", "H", "H", "H", "H", "H", "H", "H", "H", "H", "C", "C", "O", "P", "S", "S", "O", "C", "C", "H", "H", "H", "H", "H", "H", "H", "H", "H", "H", "Br", "C", "Br", "H", "H", "N", "C", "C", "C", "C", "C", "C", "S", "O", "O", "O", "H", "H", "H", "H", "H", "H"],
  "coordinates": [[1.05, -2.57, 0.89], [0.94, 1.93, 2.75], [1.51, 1.02, 3.62], [2.83, 0.77, 3.17], [3.06, 1.56, 2.00], [1.92, 2.27, 1.74], [1.69, 3.29, 0.67], [4.35, 1.54, 1.24], [3.85, -0.06, 3.87], [0.90, 0.40, 4.83], [-0.42, 2.54, 2.85], [1.37, 4.24, 1.11], [0.91, 2.97, -0.03], [2.59, 3.47, 0.10], [5.19, 1.77, 1.90], [4.34, 2.26, 0.43], [4.51, 0.54, 0.81], [4.34, 0.53, 4.65], [4.61, -0.42, 3.18], [3.38, -0.92, 4.35], [1.09, -0.67, 4.84], [-0.17, 0.56, 4.86], [1.33, 0.82, 5.75], [-0.40, 3.43, 3.48], [-1.14, 1.85, 3.29], [-0.79, 2.84, 1.87], [-4.33, -5.23, 0.83], [-4.16, -3.73, 0.97], [-3.06, -3.45, 1.80], [-1.94, -2.36, 1.34], [-0.78, -2.20, 2.88], [-1.32, -2.77, -0.48], [-2.96, -1.07, 1.26], [-2.50, 0.12, 0.66], [-3.61, 1.15, 0.65], [-5.24, -5.45, 0.28], [-4.37, -5.70, 1.81], [-3.49, -5.65, 0.28], [-5.06, -3.28, 1.42], [-4.02, -3.27, -0.02], [-2.19, -0.08, -0.38], [-1.63, 0.50, 1.21], [-4.45, 0.80, 0.07], [-3.24, 2.08, 0.23], [-3.95, 1.34, 1.67], [2.69, -3.17, -3.28], [3.03, -3.47, -1.37], [3.63, -3.41, 2.10], [4.05, -3.11, -1.21], [3.04, -4.56, -1.29], [0.36, 0.14, -1.91], [0.02, 0.60, -3.17], [0.49, 1.84, -3.61], [0.17, 2.30, -4.88], [-0.62, 1.53, -5.71], [-1.08, 0.29, -5.29], [-0.77, -0.17, -4.03], [-1.11, 2.14, -7.34], [-0.51, 3.47, -7.45], [-2.58, 2.16, -7.28], [-0.57, 1.16, -8.28], [-0.24, -0.58, -1.55], [0.63, 0.85, -1.24], [1.11, 2.44, -2.96], [0.51, 3.25, -5.25], [-1.68, -0.29, -5.97], [-1.11, -1.14, -3.70]],
  "s2": 0.77,
  "mol_weight_g_mol": 803.808,
  "de_lowest_ev": 3.4217,
  "multiplicity": 2,
  "homo_lumo_gap_ev": [5.1, 3.9],
  "e_lumo_ev": [3.58, 2.39],
  "charge": -2
}



(9)
{
  "formula": "C12H26N6O3",
  "method": "wB97M-V/def2-TZVPD",
  "elements": ["C", "C", "C", "C", "C", "C", "C", "C", "C", "C", "C", "C", "H", "H", "H", "H", "H", "H", "H", "H", "H", "H", "H", "H", "H", "H", "H", "H", "H", "H", "H", "H", "H", "H", "H", "H", "H", "H", "N", "N", "N", "N", "N", "N", "O", "O", "O"],
  "coordinates": [[0.33, 1.61, -0.06], [1.13, 0.68, -0.92], [0.49, 3.14, -0.55], [1.92, 3.75, -0.72], [1.49, 5.00, -1.67], [2.33, 4.99, -3.14], [0.30, -1.25, 0.36], [1.32, -1.94, 1.27], [-0.68, -2.31, -0.13], [-1.85, -2.85, 0.57], [-1.36, -3.55, 1.78], [-3.32, -5.20, 2.05], [1.45, 2.39, 1.84], [-0.37, 1.46, 2.11], [-0.64, 1.32, -0.02], [0.06, 3.68, 0.40], [-0.05, 3.31, -1.61], [2.08, 4.03, 0.25], [2.66, 3.36, -1.24], [0.20, 5.12, -1.90], [1.91, 6.06, -1.15], [1.97, 3.76, -3.73], [3.63, 4.86, -3.24], [2.89, 6.53, -4.51], [0.33, 5.95, -4.33], [1.73, -1.05, -1.09], [-0.41, -0.74, 1.24], [-0.22, -3.10, -0.72], [-1.33, -2.00, -0.96], [-2.55, -2.00, 0.90], [-2.38, -3.75, 0.11], [-0.93, -3.01, 2.60], [-0.55, -4.20, 1.63], [-3.07, -3.50, 2.98], [-4.79, -6.23, 2.60], [-1.70, -6.10, 1.75], [-3.17, -7.04, 1.19], [2.14, -0.13, 1.49], [0.81, 1.44, 1.47], [1.72, 6.46, -3.59], [0.87, -0.55, -0.65], [-2.55, -4.16, 2.28], [-4.62, -5.10, 2.34], [-2.63, -6.12, 1.31], [1.84, 1.17, -1.81], [1.49, -3.17, 1.33], [2.07, -1.01, 1.91]],
  "mol_weight_g_mol": 302.379,
  "de_lowest_ev": 17.5539,
  "homo_lumo_gap_ev": 8.0,
  "e_lumo_ev": -0.28
}



(10)
{
  "formula": "C5H12O2",
  "method": "wB97M-V/def2-TZVPD",
  "elements": ["C", "C", "C", "O", "C", "C", "O", "H", "H", "H", "H", "H", "H", "H", "H", "H", "H", "H", "H"],
  "coordinates": [[-1.69, 0.94, 1.80], [-0.33, 0.55, 1.25], [-0.40, 0.03, -0.17], [-0.93, 0.98, -1.08], [0.97, -0.51, -0.55], [0.96, -1.41, -1.78], [1.92, 0.49, -0.51], [-2.15, 1.71, 1.17], [-2.36, 0.08, 1.81], [-1.61, 1.32, 2.82], [0.37, 1.40, 1.27], [0.14, -0.23, 1.86], [-1.09, -0.83, -0.22], [-0.47, 1.82, -0.92], [1.19, -1.38, 0.35], [1.86, -1.40, -2.41], [1.02, -2.18, -1.00], [0.05, -1.43, -2.40], [2.66, 0.23, -1.08]],
  "smiles": "CC[C@@H](O)[C@@H](C)O",
  "mol_weight_g_mol": 104.149,
  "de_lowest_ev": 2.0850,
  "homo_lumo_gap_ev": 10.5,
  "e_lumo_ev": 0.80
}



(11)
{
  "formula": "C27H46N2O7",
  "method": "wB97M-V/def2-TZVPD",
  "elements": ["C", "C", "C", "N", "C", "H", "H", "H", "H", "H", "C", "C", "C", "N", "C", "H", "H", "H", "H", "H", "O", "C", "C", "C", "C", "O", "H", "H", "H", "H", "H", "H", "C", "C", "C", "O", "H", "H", "H", "H", "H", "H", "C", "C", "C", "O", "H", "H", "H", "H", "H", "H", "C", "C", "C", "O", "H", "H", "H", "H", "H", "H", "C", "C", "C", "O", "H", "H", "H", "H", "H", "H", "C", "C", "C", "O", "H", "H", "H", "H", "H", "H"],
  "coordinates": [[-3.64, 9.45, -4.62], [-4.18, 10.50, -5.42], [-5.51, 10.24, -5.60], [-5.82, 9.12, -4.87], [-4.67, 8.61, -4.34], [-2.66, 9.40, -4.17], [-3.67, 11.37, -5.78], [-6.24, 10.79, -6.17], [-6.68, 8.61, -5.00], [-4.69, 7.69, -3.78], [-8.39, 9.24, -0.30], [-9.64, 9.53, -0.91], [-9.38, 9.83, -2.23], [-8.04, 9.71, -2.43], [-7.43, 9.34, -1.26], [-8.17, 8.79, 0.66], [-10.59, 9.67, -0.42], [-10.01, 10.17, -3.04], [-7.59, 9.70, -3.33], [-6.39, 9.08, -1.35], [-5.75, 3.97, -0.25], [-5.07, 4.91, -0.56], [-5.58, 6.25, -1.08], [-4.38, 7.16, -0.91], [-3.19, 6.22, -0.55], [-3.74, 4.92, -0.38], [-5.87, 6.12, -2.12], [-6.45, 6.54, -0.49], [-4.07, 7.80, -1.73], [-4.54, 7.88, -0.10], [-2.44, 6.24, -1.34], [-2.74, 6.56, 0.38], [-1.00, 3.03, -1.65], [0.35, 3.20, -1.01], [0.82, 2.14, -0.03], [1.07, 4.14, -1.28], [-1.76, 3.50, -1.02], [-1.31, 1.99, -1.69], [-1.02, 3.48, -2.64], [1.90, 2.03, -0.13], [0.35, 1.18, -0.25], [0.62, 2.43, 1.00], [2.40, 6.62, 0.75], [1.35, 6.11, 1.70], [-0.11, 6.43, 1.33], [1.58, 5.43, 2.67], [3.30, 6.95, 1.26], [1.98, 7.42, 0.15], [2.64, 5.81, 0.06], [-0.61, 5.51, 1.02], [-0.10, 7.05, 0.43], [-0.60, 7.00, 2.11], [-4.09, -0.91, -1.67], [-4.06, 0.58, -1.42], [-4.78, 1.48, -2.41], [-3.51, 1.04, -0.45], [-3.55, -1.15, -2.59], [-5.12, -1.25, -1.81], [-3.70, -1.43, -0.80], [-5.39, 0.87, -3.08], [-4.06, 2.12, -2.89], [-5.47, 2.08, -1.82], [-6.84, 1.34, 4.08], [-7.07, 0.67, 2.77], [-6.14, 1.08, 1.66], [-7.90, -0.20, 2.64], [-6.98, 2.42, 4.03], [-5.82, 1.14, 4.40], [-7.54, 0.95, 4.82], [-6.30, 2.12, 1.36], [-6.25, 0.47, 0.77], [-5.13, 0.99, 2.09], [-9.39, 7.21, -2.82], [-9.34, 7.53, -4.28], [-10.12, 6.66, -5.22], [-8.63, 8.44, -4.69], [-10.05, 7.90, -2.30], [-8.40, 7.23, -2.39], [-9.81, 6.21, -2.64], [-9.97, 6.97, -6.25], [-11.17, 6.62, -4.93], [-9.77, 5.64, -5.04]],
  "smiles": "c1cc[nH]c1.c1cc[nH]c1.O=C1CCCO1.CC(C)=O.CC(C)=O.CC(C)=O.CC(C)=O.CC(C)=O",
  "mol_weight_g_mol": 510.672,
  "homo_lumo_gap_ev": 8.7,
  "e_lumo_ev": 0.22
}



(12)
{
  "formula": "CH3NOS",
  "method": "wB97M-V/def2-TZVPD",
  "elements": ["C", "N", "H", "O", "S", "H", "H"],
  "coordinates": [[-1.61, 0.17, -0.38], [-2.10, -0.07, 0.65], [-1.65, 0.16, -1.46], [1.50, 0.78, 0.07], [1.98, -0.64, 0.84], [0.61, 1.04, 0.44], [1.26, -1.44, -0.15]],
  "smiles": "C#N.OS",
  "mol_weight_g_mol": 77.108,
  "de_lowest_ev": 2.6329,
  "homo_lumo_gap_ev": 9.7,
  "e_lumo_ev": 0.28
}